1) # C2H3Cl2N

2 unconnected molecules or ions with the total composition C2H3Cl2N (wB97M-V/def2-TZVPD, the OMol25 dataset).

Frontier orbital gap (alpha / beta) ... 8.88 / 9.06 eV
Total charge ... 0
LUMO energy (alpha / beta) ... -0.4344 / -0.4785 eV

Each line ends with the Mulliken charge.
Geometry (Å):
C: 0.673 0.022 -0.313  -0.549
C: -0.740 -0.028 0.022  0.655
N: 0.345 -0.043 1.032  -0.477
Cl: -1.765 -1.424 -0.118  -0.156
Cl: -1.582 1.490 -0.138  -0.189
H: 1.105 -0.660 -0.861  0.303
H: 1.514 1.657 -1.132  0.128
H: 0.450 -1.015 1.509  0.285

2) # C2H3Cl2N

C2H3Cl2N in the gas phase (wB97M-V/def2-TZVPD, the OMol25 dataset).

SMILES ... ClC1(Cl)CN1
Frontier orbital gap ... 10.60 eV
Total charge ... 0
LUMO energy ... 0.7242 eV

Each line ends with the Mulliken charge.
Geometry (Å):
C: -0.165 -0.333 0.340  -0.391
C: -1.550 0.051 -0.123  0.523
N: -0.392 -0.149 -1.035  -0.508
Cl: -2.459 1.574 0.060  -0.155
Cl: -2.624 -1.401 0.064  -0.209
H: 0.471 0.439 0.793  0.261
H: -0.107 -1.438 0.942  0.192
H: 0.104 0.720 -1.241  0.287

3) # C2H3Cl2N

2 unconnected molecules or ions with the total composition C2H3Cl2N (wB97M-V/def2-TZVPD, the OMol25 dataset).

Frontier orbital gap ... 9.19 eV
Total charge ... 0
LUMO energy ... 0.7959 eV

Each line ends with the Mulliken charge.
Geometry (Å):
C: 0.811 -0.552 -0.314  0.040
C: -1.104 0.468 0.116  -0.185
N: 1.788 0.109 -0.138  -0.371
Cl: -2.221 0.874 -1.075  -0.149
Cl: -1.900 -0.545 1.311  -0.179
H: 0.588 -1.624 -0.239  0.317
H: -0.691 1.283 0.579  0.300
H: 2.729 -0.013 -0.240  0.227

Which of them is most stable? Easy: 2).

1) # C4H14NO3

3 unconnected molecules or ions with the total composition C4H14NO3 (wB97M-V/def2-TZVPD, the OMol25 dataset).

Frontier orbital gap ... 8.27 eV
Total charge ... -1
LUMO energy ... 3.7097 eV

Each line ends with the Mulliken charge.
Geometry (Å):
C: -0.451 0.186 1.389  -0.698
O: 0.479 1.223 1.319  -0.633
C: -0.040 -0.994 0.509  0.092
C: -0.988 -2.200 0.551  -0.643
C: -2.422 -1.836 0.174  -1.165
N: 1.308 -1.502 0.853  -0.776
H: -1.493 0.437 1.111  0.241
H: -0.502 -0.081 2.466  0.299
H: 0.026 -0.584 -0.502  0.436
H: -0.850 -2.722 1.503  0.281
H: -0.588 -2.956 -0.132  0.324
H: -3.027 -1.520 1.026  0.283
H: -2.494 -1.074 -0.604  0.323
H: -2.973 -2.683 -0.255  0.364
H: 1.441 -1.375 1.848  0.264
H: 2.022 -0.896 0.459  0.342
H: 2.205 2.003 -0.733  0.163
H: 0.868 1.314 0.293  0.513
O: 1.383 1.549 -0.943  -1.022
H: 0.783 2.381 -2.229  0.452
H: -0.046 2.164 -3.527  0.265
O: 0.562 2.796 -3.122  -0.708

2) # C4H14NO3

3 unconnected molecules or ions with the total composition C4H14NO3 (wB97M-V/def2-TZVPD, the OMol25 dataset).

Frontier orbital gap ... 8.73 eV
Total charge ... -1
LUMO energy ... 4.0478 eV

Each line ends with the Mulliken charge.
Geometry (Å):
C: 1.425 -1.032 0.680  -0.468
O: 1.264 -0.671 -0.649  -0.717
C: 0.174 -1.637 1.286  -0.758
C: -0.955 -0.629 1.545  -0.675
C: -1.391 0.208 0.337  -0.320
N: -1.618 -0.712 -0.799  -0.790
H: 1.637 -0.126 1.293  0.221
H: 2.299 -1.688 0.847  0.272
H: 0.423 -2.070 2.266  0.367
H: -0.204 -2.459 0.672  0.394
H: -0.736 -0.005 2.415  0.354
H: -1.820 -1.262 1.787  0.298
H: -2.342 0.680 0.604  0.481
H: -0.681 0.988 0.056  0.133
H: -0.674 -0.909 -1.133  0.349
H: -2.101 -0.203 -1.532  0.250
H: -0.209 2.194 -3.322  0.275
H: 0.652 2.320 -2.040  0.416
O: -0.130 2.703 -2.517  -0.693
H: 1.502 0.422 -0.761  0.428
H: 1.699 2.185 -0.103  0.195
O: 1.789 1.704 -0.933  -1.012

Which of them is most stable? Easy: 2).

1) # C11H12N2S

C11H12N2S in the gas phase (wB97M-V/def2-TZVPD, the OMol25 dataset).

SMILES ... Cc1ccsc1C1(c2c[nH]cn2)CC1
Frontier orbital gap ... 9.06 eV
Total charge ... 0
LUMO energy ... 0.7867 eV

Each line ends with the Mulliken charge.
Geometry (Å):
C: 2.955 -1.270 -0.422  -0.611
C: -1.220 -0.260 -1.730  -0.337
C: 3.496 -0.374 -1.283  -0.538
C: -3.246 0.259 -1.104  -0.502
C: 1.705 -0.851 0.103  0.119
C: -1.188 0.592 -0.657  -0.354
C: 1.340 0.362 -0.394  0.381
C: 0.082 2.645 0.224  -0.932
C: -0.112 1.738 1.398  -0.798
C: -0.015 1.160 0.020  1.433
C: 0.905 -1.627 1.099  -1.375
N: -2.466 0.902 -0.284  -0.560
N: -2.544 -0.467 -2.006  -0.062
S: 2.497 1.014 -1.490  -0.161
H: 3.426 -2.200 -0.156  0.432
H: -0.437 -0.720 -2.296  0.527
H: 4.423 -0.438 -1.818  0.459
H: -4.317 0.294 -1.073  0.483
H: -0.760 3.237 -0.101  0.302
H: 1.043 3.115 0.082  0.331
H: 0.714 1.587 2.075  0.278
H: -1.089 1.713 1.856  0.321
H: -0.159 -1.477 0.933  0.306
H: 1.135 -2.688 1.029  0.419
H: 1.138 -1.292 2.109  0.261
H: -2.914 -1.048 -2.740  0.177

2) # C11H12N2S

C11H12N2S in the gas phase (wB97M-V/def2-TZVPD, the OMol25 dataset).

SMILES ... CC(C)/C=c1\scc\c1=C1/C=NC=N1
Frontier orbital gap (alpha / beta) ... 6.58 / 6.59 eV
Total charge ... 0
LUMO energy (alpha / beta) ... -1.2701 / -1.2689 eV

Each line ends with the Mulliken charge.
Geometry (Å):
C: -2.010 2.387 0.020  -0.802
C: -3.525 -0.550 0.069  -0.292
C: -0.991 3.289 0.197  -0.314
C: -2.390 -2.324 -0.130  -0.254
C: -1.469 1.022 -0.064  0.382
C: -2.112 -0.209 -0.033  -0.041
C: -0.035 0.990 -0.115  0.248
C: 0.771 -0.053 -0.251  -0.384
C: 2.358 -1.054 1.155  -1.605
C: 2.963 -0.544 -1.298  -1.702
C: 2.246 -0.083 -0.049  0.590
N: -3.702 -1.805 -0.025  -0.733
N: -1.479 -1.415 -0.160  -0.356
S: 0.599 2.695 -0.036  -0.144
H: -3.028 2.576 -0.165  0.420
H: -4.215 0.164 0.293  0.499
H: -0.875 4.297 0.414  0.466
H: -2.210 -3.431 -0.137  0.384
H: 0.331 -0.998 -0.060  0.608
H: 1.756 -1.907 0.996  0.400
H: 1.897 -0.531 1.952  0.443
H: 3.342 -1.198 1.658  0.361
H: 2.688 -1.572 -1.314  0.348
H: 4.020 -0.571 -1.125  0.419
H: 2.513 -0.055 -2.071  0.474
H: 2.558 0.882 0.279  0.585

Which of them is most stable? Easy: 1).